Record 1
Here is C49H47N9NaO4P3Se2Te2 as an isolated structure from the Open Molecules 2025 dataset. Energies are from the ωB97M-V functional and the def2-TZVPD basis.

HOMO-LUMO gap (eV): 3.9
Charge: -2
HOMO (hartree): -0.0271

Structure (XYZ):
```
117
Properties=species:S:1:pos:R:3:forces:R:3
Na 0.892 1.134 1.014 -0.49 0.67 0.34
C -0.630 5.390 4.902 -0.11 0.11 0.04
N -0.926 4.484 3.811 -0.23 0.05 -0.07
C -1.749 4.771 2.762 0.05 -0.11 -0.03
C -1.615 3.740 1.874 -0.10 0.01 0.02
N -0.733 2.822 2.361 0.01 -0.22 -0.02
C -0.319 3.300 3.521 0.10 0.11 -0.15
P 0.900 2.594 4.640 -0.06 -0.08 0.07
C 2.403 2.434 3.628 -0.30 0.25 -0.05
N 2.484 2.421 2.319 0.11 -0.49 -0.02
C 3.815 2.309 2.034 0.06 0.21 -0.05
C 4.540 2.262 3.187 0.15 0.06 -0.05
N 3.630 2.353 4.204 0.07 -0.16 -0.08
C 3.937 2.336 5.612 0.05 0.08 0.08
C 0.392 0.834 4.531 0.07 0.07 -0.01
N 0.376 0.108 3.433 0.10 0.04 -0.07
C 0.073 -1.163 3.813 -0.10 -0.11 0.08
C -0.114 -1.213 5.167 -0.01 -0.02 0.02
N 0.094 0.066 5.623 0.01 -0.10 -0.13
C 0.010 0.483 7.003 -0.02 0.02 0.04
H -1.402 6.159 4.913 -0.02 0.00 0.02
H 0.354 5.843 4.740 -0.06 -0.03 0.05
H -0.647 4.856 5.852 0.02 0.00 0.02
H -2.292 5.697 2.704 0.01 -0.01 0.01
H -2.034 3.670 0.882 0.03 -0.02 0.16
H 4.177 2.343 1.019 0.00 -0.07 0.02
H 5.599 2.207 3.375 -0.03 0.00 -0.01
H 4.915 2.790 5.765 0.00 -0.02 0.01
H 3.946 1.317 6.007 -0.01 0.02 0.00
H 3.197 2.928 6.147 0.00 0.00 0.01
H 0.011 -1.962 3.092 0.01 0.00 0.00
H -0.371 -2.016 5.837 0.01 0.00 -0.02
H -0.993 0.305 7.393 0.02 0.00 0.01
H 0.227 1.547 7.060 0.00 0.00 0.01
H 0.735 -0.060 7.611 -0.02 0.00 0.01
Se -0.991 4.923 -1.669 0.22 -0.01 0.18
Te 1.083 4.325 -0.333 -0.19 0.36 -0.16
Te 1.180 6.473 1.479 0.13 -0.11 0.03
Se 2.554 5.784 3.495 0.07 0.07 -0.18
O 2.201 1.276 -0.985 0.11 0.26 -0.11
C 3.203 0.616 -1.039 -0.04 -0.28 0.08
C 3.176 -0.883 -0.951 0.07 -0.06 0.01
C 4.356 -1.626 -1.623 0.01 0.02 -0.02
C 5.242 -2.367 -0.689 -0.01 -0.05 0.03
C 4.937 -2.507 0.648 -0.03 -0.02 -0.01
C 3.789 -2.006 1.242 0.05 -0.04 0.02
C 2.845 -1.259 0.511 -0.28 0.01 -0.35
O 1.752 -0.862 0.935 0.39 -0.40 0.27
N 6.361 -2.989 -1.222 0.27 0.26 0.02
O 6.532 -2.904 -2.453 -0.09 -0.10 -0.06
O 7.177 -3.579 -0.495 -0.08 -0.12 0.02
H 4.192 1.084 -1.180 0.16 0.09 -0.01
H 4.941 -0.957 -2.261 -0.01 0.00 0.02
H 5.637 -3.079 1.244 0.02 -0.02 0.01
H 3.562 -2.201 2.282 0.04 0.01 0.01
C -1.372 -0.640 -2.677 0.08 -0.06 -0.17
P -0.391 -0.884 -1.115 -0.10 0.13 0.19
C -1.638 -1.841 -0.175 0.01 -0.05 -0.05
C -2.253 -3.004 -0.649 -0.06 0.04 -0.05
C -3.240 -3.633 0.089 -0.01 -0.02 -0.01
C -3.641 -3.098 1.311 -0.02 -0.01 0.01
C -3.055 -1.936 1.778 0.04 0.01 0.01
C -2.056 -1.312 1.038 -0.05 -0.06 0.14
C 0.920 -2.105 -1.515 -0.05 -0.16 0.17
C 2.198 -1.491 -2.022 -0.10 -0.09 0.01
C 3.340 -2.432 -2.486 0.07 0.08 -0.17
C 3.167 -3.850 -2.066 -0.04 -0.15 0.08
C 2.066 -4.274 -1.445 0.15 -0.05 -0.06
C 0.922 -3.402 -1.182 -0.13 0.20 0.00
P -0.401 -0.668 -4.242 0.10 0.02 0.02
C -0.274 -2.480 -4.512 -0.05 -0.03 0.00
C -1.355 -3.355 -4.390 -0.02 0.06 0.00
C -1.175 -4.722 -4.509 -0.03 -0.03 0.01
C 0.093 -5.239 -4.753 0.01 -0.06 -0.01
C 1.172 -4.383 -4.886 0.04 0.00 -0.03
C 0.985 -3.012 -4.768 -0.02 0.05 -0.05
C -1.731 -0.178 -5.402 -0.01 -0.02 -0.06
C -2.098 -0.932 -6.515 0.01 0.00 0.02
C -3.056 -0.463 -7.403 -0.03 0.00 -0.04
C -3.661 0.766 -7.192 -0.03 -0.01 -0.04
C -3.292 1.532 -6.095 -0.05 0.05 -0.01
C -2.330 1.070 -5.213 0.02 0.00 0.02
H -1.768 0.373 -2.599 -0.07 0.03 0.00
H -2.227 -1.316 -2.728 0.03 -0.02 -0.04
H -1.963 -3.407 -1.614 0.00 -0.01 0.03
H -3.706 -4.535 -0.289 0.00 0.00 0.00
H -4.422 -3.585 1.883 0.00 0.01 0.00
H -3.372 -1.490 2.713 -0.01 -0.03 -0.01
H -1.618 -0.398 1.422 0.04 0.04 -0.02
H 1.970 -0.730 -2.771 0.04 0.06 0.00
H 3.576 -2.376 -3.553 0.00 -0.06 0.05
H 3.977 -4.538 -2.287 0.03 0.03 0.04
H 1.973 -5.315 -1.156 0.05 0.00 0.02
H 0.062 -3.855 -0.706 -0.02 0.02 -0.04
H -2.346 -2.961 -4.197 0.00 0.00 -0.01
H -2.022 -5.389 -4.404 0.01 0.00 0.00
H 0.236 -6.310 -4.830 0.00 0.01 0.00
H 2.166 -4.776 -5.059 -0.01 0.00 0.01
H 1.834 -2.342 -4.848 -0.06 -0.02 -0.04
H -1.635 -1.895 -6.692 0.01 -0.01 0.01
H -3.330 -1.066 -8.261 -0.01 0.01 0.01
H -4.413 1.130 -7.882 0.01 0.00 0.00
H -3.747 2.499 -5.923 0.00 -0.01 0.00
H -2.041 1.699 -4.378 0.01 -0.01 0.02
N -2.902 2.108 -0.989 0.31 0.25 -0.22
C -3.993 2.229 -0.188 -0.24 0.10 0.01
C -4.694 3.458 -0.149 0.02 -0.10 0.11
C -5.803 3.551 0.653 0.00 -0.06 0.00
C -6.221 2.436 1.388 0.01 0.04 -0.02
C -5.474 1.281 1.268 -0.05 -0.01 0.04
N -4.387 1.159 0.509 0.05 0.06 -0.05
H -2.385 2.972 -1.219 -0.08 -0.01 -0.06
H -2.279 1.358 -0.752 0.04 -0.31 0.20
H -4.313 4.300 -0.713 0.01 -0.01 -0.01
H -6.344 4.488 0.717 -0.01 -0.01 0.01
H -7.085 2.467 2.037 -0.01 0.02 -0.01
H -5.758 0.389 1.821 0.01 0.01 0.00
```
Positions in Å, forces in eV/Å.

Atomic partial charges in e from the Löwdin method, atoms 1 to 99: 0.067, -0.105, -0.144, -0.113, -0.208, 0.072, -0.498, 1.143, -0.540, 0.055, -0.130, -0.067, -0.136, -0.049, -0.430, 0.087, -0.137, -0.080, -0.142, -0.052, 0.083, -0.055, 0.066, 0.113, 0.032, 0.097, 0.112, 0.088, 0.087, 0.061, 0.100, 0.105, 0.086, 0.050, 0.085, -0.392, 0.093, 0.020, -0.366, -0.018, -0.161, -0.204, -0.123, -0.184, 0.006, -0.013, -0.339, -0.046, -0.394, -0.016, -0.032, 0.145, 0.149, 0.115, 0.101, -0.498, 1.096, -0.356, -0.113, -0.092, -0.099, -0.088, -0.106, -0.323, -0.180, -0.178, -0.049, -0.066, -0.069, 1.046, -0.390, -0.118, -0.089, -0.093, -0.085, -0.107, -0.376, -0.104, -0.104, -0.109, -0.085, -0.094, 0.007, 0.043, 0.089, 0.094, 0.093, 0.104, 0.089, 0.106, 0.132, 0.115, 0.098, 0.089, 0.106, 0.098, 0.096, 0.105, 0.091



Record 2
Here is C49H48AsF5N4O10Ti as an isolated structure in a non-equilibrium geometry from the Open Molecules 2025 dataset. Energies are from the ωB97M-V functional and the def2-TZVPD basis.

HOMO-LUMO gap (eV): 6.8
HOMO (hartree): -0.2763
ΔE to the lowest compared entry with this formula, charge and spin (kcal per mole): 59.7

Structure (XYZ):
```
118
Properties=species:S:1:pos:R:3:forces:R:3
Ti -1.124 -0.033 0.226 -1.30 0.58 0.75
O 3.518 2.623 -2.577 0.35 0.57 -0.01
C 2.750 1.958 -1.704 -0.28 -0.41 -0.20
O 2.206 0.927 -1.956 -0.19 -0.23 -0.15
C 2.630 2.657 -0.387 -0.24 0.09 0.35
C 3.360 3.805 -0.102 0.08 -0.12 -0.06
C 3.194 4.388 1.137 0.08 0.19 0.11
C 2.300 3.830 2.028 -0.26 -0.23 0.12
C 1.576 2.702 1.644 0.23 0.17 -0.65
N 1.752 2.118 0.456 -0.11 0.24 0.25
C 0.533 2.086 2.532 -0.22 -0.87 0.44
O 0.238 2.730 3.664 0.09 0.09 -0.13
O 0.033 0.992 2.343 1.23 1.09 -0.03
H 3.506 2.165 -3.428 -0.08 -0.21 0.07
H 4.046 4.212 -0.829 -0.02 -0.01 -0.03
H 3.745 5.278 1.408 0.04 -0.01 0.00
H 2.168 4.269 3.008 0.13 0.09 -0.03
H 0.612 3.617 3.685 -0.14 0.02 -0.05
C 0.683 -2.346 -3.376 -0.14 0.13 -0.12
C -0.565 -2.706 -2.662 -0.01 0.00 0.02
N -1.026 -2.137 -1.568 -0.11 0.00 -0.03
C -2.165 -2.809 -1.239 0.19 -0.17 -0.18
C -2.408 -3.811 -2.146 -0.13 0.21 0.31
N -1.386 -3.713 -3.046 -0.07 -0.03 0.05
C -3.447 -4.854 -2.288 0.12 0.00 -0.13
O -4.347 -4.933 -1.330 -0.22 -0.14 0.04
O -3.428 -5.590 -3.246 0.00 0.00 0.03
C -2.893 -2.387 -0.037 -0.30 -0.95 -0.43
O -3.812 -3.031 0.439 0.07 0.30 0.07
O -2.459 -1.263 0.452 -0.43 -0.53 -0.13
H 0.445 -1.825 -4.305 0.04 0.03 -0.01
H 1.266 -3.235 -3.620 0.02 0.01 0.05
H 1.263 -1.686 -2.739 0.14 0.06 0.01
H -1.301 -4.316 -3.850 0.02 -0.03 0.01
H -4.221 -4.260 -0.609 0.13 0.02 -0.08
F -1.180 0.196 -2.750 0.34 -0.16 0.11
C -1.517 0.944 -1.646 -0.23 0.80 -1.79
F -0.915 2.168 -1.899 0.11 -0.14 0.46
C -3.011 1.195 -1.899 -0.76 -0.06 0.21
F -3.682 0.038 -1.714 0.02 -0.02 -0.08
F -3.288 1.604 -3.139 0.29 0.06 -0.03
F -3.521 2.100 -1.059 0.11 0.09 -0.06
C -1.356 3.799 7.574 -0.02 -0.09 -0.06
C -1.796 2.759 6.583 -0.04 -0.11 0.05
C -3.073 2.741 6.059 0.06 -0.04 0.01
C -3.481 1.811 5.102 -0.16 -0.06 0.03
C -4.969 1.823 4.832 0.09 -0.02 -0.04
C -2.554 0.894 4.576 0.37 -0.03 -0.38
As -2.595 -0.234 2.842 -0.75 0.06 1.73
N -2.217 1.008 1.447 -0.48 0.05 -0.38
C -2.333 2.375 1.580 -0.13 0.99 0.20
C -3.338 2.960 2.369 0.05 -0.40 -0.46
C -3.425 4.322 2.536 0.04 0.21 0.05
C -2.504 5.175 1.933 -0.17 0.06 0.06
C -1.560 4.633 1.084 0.24 -0.11 -0.06
C -1.476 3.258 0.902 -0.36 -0.17 0.17
C -4.546 -0.692 2.924 -0.07 -0.02 -0.35
C -5.598 -0.234 2.129 0.18 0.07 -0.15
C -5.368 0.569 0.882 0.00 -0.06 0.08
C -6.916 -0.513 2.486 0.02 -0.08 0.12
C -7.224 -1.271 3.600 0.03 0.04 0.00
C -8.640 -1.477 4.055 0.06 -0.04 -0.04
C -6.167 -1.842 4.304 -0.02 0.06 -0.02
C -4.849 -1.581 3.974 0.29 -0.01 0.06
C -3.750 -2.255 4.757 -0.05 0.19 -0.12
C -1.318 0.791 5.258 -0.06 -0.17 0.03
C -0.408 -0.395 5.076 -0.09 0.23 -0.10
C -0.953 1.719 6.220 -0.14 0.00 0.09
H -2.120 4.562 7.710 0.01 0.03 0.02
H -0.438 4.279 7.231 0.02 0.07 0.07
H -1.151 3.339 8.543 0.03 0.05 0.03
H -3.799 3.467 6.411 -0.03 0.02 -0.01
H -5.325 2.836 4.633 0.00 0.00 -0.03
H -5.474 1.476 5.736 -0.03 -0.01 -0.02
H -5.264 1.164 4.026 -0.10 0.09 0.01
H -4.084 2.301 2.778 -0.03 0.08 0.06
H -4.224 4.738 3.137 -0.01 -0.03 0.05
H -2.568 6.245 2.078 0.00 0.01 0.00
H -0.874 5.279 0.548 -0.03 -0.01 -0.04
H -0.819 2.864 0.151 0.45 -0.04 -0.08
H -4.308 0.657 0.692 -0.02 0.12 -0.11
H -5.804 1.567 0.957 0.01 0.02 -0.02
H -5.827 0.065 0.030 -0.02 0.03 -0.02
H -7.719 -0.110 1.878 0.00 0.03 -0.04
H -9.345 -1.008 3.371 -0.04 -0.02 -0.01
H -8.782 -1.040 5.045 -0.05 0.00 0.01
H -8.877 -2.539 4.127 -0.05 -0.01 0.00
H -6.382 -2.500 5.138 0.03 -0.03 0.04
H -4.164 -2.990 5.444 0.04 -0.01 0.04
H -3.181 -1.512 5.323 0.02 -0.13 0.10
H -3.060 -2.751 4.069 0.04 -0.08 0.12
H -0.259 -0.628 4.029 0.10 -0.14 0.04
H -0.865 -1.263 5.555 0.08 -0.07 -0.02
H 0.555 -0.204 5.548 0.06 -0.05 0.00
H 0.016 1.627 6.698 0.05 -0.02 0.00
C -1.036 -5.301 4.245 0.08 0.03 -0.07
C -0.256 -4.502 3.238 0.03 -0.13 0.01
C -0.214 -4.900 1.909 0.03 0.14 0.10
C 0.430 -4.134 0.942 0.08 0.03 -0.11
C 0.645 -4.713 -0.429 -0.11 0.07 0.03
C 0.971 -2.904 1.317 -0.25 0.17 0.20
C 1.112 -2.590 2.675 0.04 0.01 -0.10
C 2.045 -1.473 3.060 -0.08 0.01 -0.03
C 0.490 -3.391 3.619 0.04 -0.03 -0.08
C 1.296 -1.817 0.320 0.92 -1.11 0.00
O 2.223 -1.829 -0.450 -0.45 0.17 0.15
O 0.424 -0.815 0.412 1.70 -0.34 0.04
H -2.092 -5.314 3.971 -0.02 -0.02 0.07
H -0.939 -4.872 5.241 -0.04 -0.04 0.03
H -0.687 -6.335 4.272 -0.03 -0.01 0.05
H -0.688 -5.830 1.613 0.00 -0.02 -0.01
H -0.274 -5.135 -0.836 -0.03 0.01 -0.07
H 1.370 -5.525 -0.343 -0.01 -0.01 -0.05
H 1.059 -3.977 -1.109 0.02 -0.03 -0.09
H 1.656 -0.502 2.756 0.02 0.01 0.03
H 2.999 -1.620 2.552 0.05 0.03 0.06
H 2.221 -1.468 4.133 -0.01 0.05 0.03
H 0.584 -3.145 4.670 0.00 0.02 0.02
```
Positions in Å, forces in eV/Å.

Atomic partial charges in e from the Löwdin method, atoms 1 to 99: 1.151, 0.118, -0.467, 0.144, -0.152, 0.025, -0.026, 0.016, -0.157, 0.227, -0.423, 0.153, -0.009, 0.135, 0.122, 0.118, 0.116, 0.105, 0.016, -0.344, 0.166, -0.123, -0.075, 0.200, -0.483, 0.147, 0.108, -0.464, 0.123, -0.216, 0.092, 0.091, 0.067, 0.178, 0.075, 0.037, -0.358, 0.026, -0.589, 0.139, 0.171, 0.160, -0.048, -0.270, -0.023, -0.267, -0.048, -0.205, 1.447, -0.317, -0.355, -0.039, -0.064, -0.097, -0.082, -0.068, -0.278, -0.286, -0.051, -0.015, -0.268, -0.050, -0.016, -0.286, -0.068, -0.300, -0.088, -0.040, 0.073, 0.075, 0.082, 0.119, 0.083, 0.097, 0.040, 0.070, 0.106, 0.096, 0.106, 0.080, 0.019, 0.094, 0.094, 0.121, 0.073, 0.081, 0.080, 0.118, 0.081, 0.059, 0.062, 0.005, 0.081, 0.083, 0.119, -0.048, -0.259, -0.002, -0.194



DFT total energy for the records above, in order: -250740.25335 -175573.54823 eV